[1]
C3H6FNS | wB97M-V/def2-TZVPD

Last column: natural (NBO) charge in e.
Element x y z (Å)
C 1.482 0.917 0.079  -0.03
H 1.918 -0.783 1.235  0.19
N -0.039 -0.916 0.302  -0.57
H -2.316 -1.876 0.213  0.25
C -2.711 -0.948 -0.126  -0.73
H 1.018 1.718 0.761  0.18
H -3.320 -0.908 -1.008  0.23
S -1.191 0.023 -0.463  0.37
F 2.776 1.081 0.131  -0.34
C 1.080 -0.359 0.578  0.06
H -3.252 -0.415 0.714  0.22
H 1.198 0.923 -0.994  0.18

Results
ΔE to the lowest compared entry with this formula, charge and spin, kcal per mole: 45.7
SMILES string: CS/N=C\CF
Calculated total energy, eV: -18249.353
Frontier orbital gap, hartree: 0.3509



[2]
C3H6IN2 | wB97M-V/def2-TZVPD

Last column: natural (NBO) charge in e.
Element x y z (Å)
H -1.011 0.593 1.417  0.23
C -0.939 0.699 0.319  -0.36
I 3.268 -0.064 -0.397  0.33
N 0.539 0.890 -0.031  -0.46
C -1.307 -0.944 -0.433  0.20
H 0.600 -1.681 -0.834  0.40
N -0.382 -1.597 -0.941  -0.63
H 0.497 1.118 -0.997  0.45
H -1.814 1.385 0.093  0.28
H 1.505 0.330 1.686  0.25
H -2.462 -1.220 -0.503  0.24
C 1.505 0.490 0.621  0.08

Results
ΔE to the lowest compared entry with this formula, charge and spin, kcal per mole: 78.1
SMILES string: [H]/N=C\C/[NH+]=C/I
Net charge: +1
Calculated total energy, eV: -14278.725
Frontier orbital gap, hartree: 0.3020



[3]
C3H6IN2 | wB97M-V/def2-TZVPD

Last column: natural (NBO) charge in e.
Element x y z (Å)
N -1.067 -1.969 -0.223  -0.66
H -1.470 -2.797 0.188  0.45
N 2.272 1.357 -0.867  -0.65
H 0.396 2.389 1.369  0.26
H -1.113 -0.041 -0.991  0.26
C 0.857 1.183 1.160  -0.79
H 3.264 1.199 -1.173  0.46
I -3.637 -0.292 -0.247  0.49
H 0.843 0.341 1.910  0.28
C -1.755 -0.843 -0.553  -0.01
H -0.079 -1.910 -0.577  0.45
C 1.489 1.383 0.003  0.45

Results
ΔE to the lowest compared entry with this formula, charge and spin, kcal per mole: 91.6
Net charge: +1
Calculated total energy, eV: -14278.142
Frontier orbital gap, hartree: 0.2202



[4]
C3H6INO | wB97M-V/def2-TZVPD

Last column: natural (NBO) charge in e.
Element x y z (Å)
O 0.284 0.244 -0.986  -0.51
H -0.154 -2.988 0.474  0.21
N 0.963 1.038 1.116  -0.78
H 0.367 -2.312 2.197  0.20
H 1.419 2.781 -2.652  0.08
H -1.689 -1.257 0.203  0.21
C -0.125 -2.202 1.222  -0.38
H -1.368 -0.625 1.883  0.20
I 1.981 4.109 -2.314  -0.08
C 0.582 0.569 0.064  0.88
H 0.659 0.725 1.948  0.40
C -1.007 -1.209 1.043  -0.43

Results
ΔE to the lowest compared entry with this formula, charge and spin, kcal per mole: 30.6
SMILES string: N=C=O.C=C.I
Calculated total energy, eV: -14844.708
Frontier orbital gap, hartree: 0.3978



[5]
C3H6INO | wB97M-V/def2-TZVPD

Last column: natural (NBO) charge in e.
Element x y z (Å)
H 2.040 -0.663 0.845  0.20
O -0.621 -0.181 -1.654  -0.50
I -4.901 0.813 -0.102  -0.09
H 1.948 0.015 -0.928  0.20
N -0.296 -2.038 -0.320  -0.80
H 0.315 -2.646 0.158  0.43
H 1.149 2.147 -0.084  0.20
H -3.522 0.675 0.629  0.09
C 1.306 1.296 0.561  -0.37
H 0.999 1.365 1.603  0.19
C -0.355 -0.965 -0.885  0.86
C 1.938 0.180 0.178  -0.42

Results
ΔE to the lowest compared entry with this formula, charge and spin, kcal per mole: 28.4
SMILES string: N=C=O.C=C.I
Calculated total energy, eV: -14844.806
Frontier orbital gap, hartree: 0.3908



[6]
C3H6INO2S | wB97M-V/def2-TZVPD

Last column: natural (NBO) charge in e.
Element x y z (Å)
C -0.480 0.525 0.772  -0.70
O 3.461 -0.702 -1.250  -0.85
H -0.664 1.590 0.252  0.27
H -2.284 -0.741 -0.572  0.21
C -0.254 -0.436 -0.313  0.36
H -1.320 -0.876 -2.121  0.25
H -1.397 0.061 1.229  0.23
I -0.133 2.606 4.446  0.00
N 0.870 -0.723 -0.772  -0.60
O 2.090 1.346 -0.808  -0.88
S 2.446 -0.018 -0.475  1.87
H -1.271 -2.172 -0.833  0.25
C -1.406 -1.087 -1.075  -0.65
H 0.342 0.627 1.520  0.25

Results
ΔE to the lowest compared entry with this formula, charge and spin, kcal per mole: 46.4
Calculated total energy, eV: -27725.782
Frontier orbital gap (spin up / spin down), hartree: 0.2944 / 0.2072



[7]
C3H6INO3 | wB97M-V/def2-TZVPD

Last column: natural (NBO) charge in e.
Element x y z (Å)
O -1.346 -2.134 -0.314  -0.57
O -2.518 -0.259 -0.738  -0.68
H 1.144 -1.280 2.222  0.50
H 0.920 -2.009 0.015  0.23
H -2.450 0.584 -1.122  0.50
C 0.941 -0.930 0.319  0.08
N -0.282 1.222 -0.134  -0.83
C -1.350 -0.951 -0.550  0.79
H 0.138 -0.213 -1.523  0.23
O 0.642 -0.646 1.587  -0.71
H 0.399 1.896 -0.532  0.38
C -0.093 -0.140 -0.509  -0.24
I 2.971 -0.138 -0.181  -0.07
H -0.094 1.206 0.827  0.37

Results
ΔE to the lowest compared entry with this formula, charge and spin, kcal per mole: 17.4
SMILES string: N[C@H](C(=O)O)[C@H](O)I
Calculated total energy, eV: -18941.187
Frontier orbital gap, hartree: 0.3679



[8]
C3H6INS | wB97M-V/def2-TZVPD

Last column: natural (NBO) charge in e.
Element x y z (Å)
C 0.027 -0.426 0.806  0.16
S 1.193 0.455 -2.957  0.16
N 0.208 -0.840 -0.387  -0.62
H -1.090 -1.239 2.466  0.24
C -1.132 -0.461 1.719  -0.70
H -0.500 -1.388 -0.722  0.32
H 0.818 0.221 1.050  0.17
I 0.098 2.915 -1.135  0.16
H -1.978 -0.604 1.110  0.22
H 2.198 -0.461 -2.742  0.14
H -1.227 0.508 2.309  0.23
C 1.385 1.320 -1.516  -0.47

Results
ΔE to the lowest compared entry with this formula, charge and spin, kcal per mole: 50.5
Calculated total energy, eV: -23630.357
Frontier orbital gap, hartree: 0.2912



[9]
C3H6LiO5V | wB97M-V/def2-TZVPD

Last column: natural (NBO) charge in e.
Element x y z (Å)
V 2.587 1.439 -0.065  0.19
Li 0.224 2.931 -0.249  0.55
O -2.165 0.986 1.309  -0.74
O 2.851 -0.376 0.032  -0.94
H 0.514 0.180 0.643  0.17
H -1.103 -1.040 1.096  0.50
O -0.525 -1.589 0.507  -0.76
H 1.934 -1.999 0.947  0.15
O -1.387 2.136 -0.459  -0.92
C -2.098 1.253 0.098  0.96
H 0.254 -0.428 -1.025  0.15
H -2.442 0.068 -1.352  0.48
C 1.872 -1.356 0.043  -0.07
C 0.481 -0.733 0.016  -0.10
H 1.962 -2.040 -0.828  0.14
O -2.958 0.569 -0.710  -0.75

Results
Multiplicity: 4
Net charge: -1
⟨S²⟩: 3.795
Calculated total energy, eV: -39338.470
Frontier orbital gap (spin up / spin down), hartree: 0.2017 / 0.1793



[10]
C3H6N | wB97M-V/def2-TZVPD

Last column: natural (NBO) charge in e.
Element x y z (Å)
C 1.297 0.147 0.048  -0.45
H 1.697 -0.218 -0.908  0.27
H 1.554 -0.365 0.984  0.26
C -1.340 -0.610 0.000  -0.19
C -1.157 0.908 -0.033  0.28
H 1.604 1.173 0.445  0.26
H -1.449 -1.117 0.926  0.22
N -0.176 0.118 -0.064  -0.19
H -1.909 -0.950 -0.898  0.24
H -1.549 1.887 0.220  0.29

Results
ΔE to the lowest compared entry with this formula, charge and spin, kcal per mole: 50.8
SMILES string: C[N+]1=CC1
Net charge: +1
Calculated total energy, eV: -4687.912
Frontier orbital gap, hartree: 0.4209



[11]
C3H6N2 | wB97M-V/def2-TZVPD

Last column: natural (NBO) charge in e.
Element x y z (Å)
H 1.258 1.298 -0.954  0.21
H -0.878 0.398 1.089  0.10
H 1.836 -1.095 -0.582  0.21
C -1.153 -0.236 0.165  0.27
C 1.177 -0.658 0.085  -0.23
H 1.352 -0.697 1.218  0.20
H 0.731 1.113 0.774  0.21
C 0.765 0.782 -0.239  -0.24
N -2.483 0.017 -0.059  -0.60
N -0.094 -0.435 -0.554  -0.44
H -2.510 -0.486 -0.943  0.31

Results
ΔE to the lowest compared entry with this formula, charge and spin, kcal per mole: 102.2
SMILES string: [H]/N=C\N1CC1
Calculated total energy, eV: -6184.113
Frontier orbital gap, hartree: 0.3995



[12]
C3H6N2 | wB97M-V/def2-TZVPD

Last column: natural (NBO) charge in e.
Element x y z (Å)
H 0.508 0.506 -1.411  0.36
N -2.683 -0.605 -0.181  -0.32
H 1.568 -0.582 1.121  0.20
H 0.378 -1.627 0.115  0.19
H -0.406 0.841 1.279  0.23
H -0.818 1.902 -0.058  0.24
C -1.715 0.012 -0.055  0.25
C 1.147 -0.789 0.083  -0.44
N 0.667 0.525 -0.428  -0.59
H 1.929 -1.069 -0.666  0.21
C -0.575 0.887 0.202  -0.33

Results
ΔE to the lowest compared entry with this formula, charge and spin, kcal per mole: 23.2
SMILES string: CNCC#N
Calculated total energy, eV: -6187.539
Frontier orbital gap, hartree: 0.3982



[13]
C3H6N2 | wB97M-V/def2-TZVPD

Last column: natural (NBO) charge in e.
Element x y z (Å)
H 1.057 -1.752 -1.350  0.19
C 0.714 -1.020 -0.650  0.25
C 0.533 0.460 0.931  -0.26
H 1.011 1.390 0.939  0.20
N 1.443 -0.513 0.336  -0.49
H 0.206 0.273 1.985  0.19
H -1.096 -0.938 -1.604  0.41
C -0.753 0.586 0.072  -0.22
H -0.854 1.507 -0.447  0.19
H -1.769 0.435 0.672  0.18
N -0.492 -0.429 -0.883  -0.63

Results
ΔE to the lowest compared entry with this formula, charge and spin, kcal per mole: 26.9
SMILES string: C1=NCCN1
Calculated total energy, eV: -6187.377
Frontier orbital gap, hartree: 0.3380



[14]
C3H6N2 | wB97M-V/def2-TZVPD

Last column: natural (NBO) charge in e.
Element x y z (Å)
N -2.061 0.501 -0.104  -0.65
H 1.869 -0.999 -0.897  0.17
H 1.201 1.542 -0.878  0.21
H 1.451 -0.981 0.931  0.18
C -1.245 -0.460 -0.100  0.25
H -1.618 -1.382 0.273  0.17
C 0.952 0.955 -0.020  -0.23
C 1.278 -0.510 -0.021  -0.20
H -3.026 0.136 0.162  0.33
H 1.136 1.311 1.033  0.20
N 0.064 -0.113 -0.379  -0.44

Results
ΔE to the lowest compared entry with this formula, charge and spin, kcal per mole: 65.1
SMILES string: [H]/N=C/N1CC1
Calculated total energy, eV: -6185.720
Frontier orbital gap, hartree: 0.3650



[15]
C3H6N2 | wB97M-V/def2-TZVPD

Last column: natural (NBO) charge in e.
Element x y z (Å)
H -0.043 -1.755 0.080  0.17
C 0.142 1.622 0.741  -0.47
N 2.227 -0.517 -1.103  -0.28
H 0.652 2.553 0.562  0.23
C 1.334 0.188 -0.786  0.36
C -1.104 -1.812 -0.351  -0.51
H -1.984 -2.017 0.251  0.17
H -0.976 1.847 0.711  0.23
H 0.564 1.287 1.764  0.23
N 0.255 0.785 -0.445  -0.28
H -1.068 -2.180 -1.424  0.17

Results
ΔE to the lowest compared entry with this formula, charge and spin, kcal per mole: 0.0
Multiplicity: 3
⟨S²⟩: 2.029
Calculated total energy, eV: -6183.476
Frontier orbital gap (spin up / spin down), hartree: 0.3516 / 0.2996



[16]
C3H6N2 | wB97M-V/def2-TZVPD

Last column: Mulliken charge in e.
Element x y z (Å)
C 0.475 -1.226 2.007  0.10
N -0.778 0.755 -1.082  -0.35
H 1.313 -1.182 2.709  0.38
C 0.494 0.068 -0.681  -0.37
H -0.719 0.750 -2.103  0.38
H -1.742 0.516 -0.724  0.40
C 0.151 -0.702 0.807  0.44
H 1.095 -0.491 -1.401  0.45
H 1.073 0.919 -0.323  0.35
N -0.802 -1.167 1.637  -0.17
H -0.560 1.759 -0.845  0.41

Results
ΔE to the lowest compared entry with this formula, charge and spin, kcal per mole: 18.7
SMILES string: [NH3+]CC1=[N+]=C1
Net charge: +2
Calculated total energy, eV: -6164.826
Frontier orbital gap, hartree: 0.4400



[17]
C3H6N2O | wB97M-V/def2-TZVPD

Last column: natural (NBO) charge in e.
Element x y z (Å)
H 1.158 1.393 0.743  0.18
N -0.947 1.022 0.881  -0.40
C 0.248 0.872 0.490  0.24
H 2.511 -0.759 -0.483  0.49
N 0.823 0.026 -0.489  -0.19
H -0.052 -1.650 -0.229  0.22
H -2.397 0.493 -0.743  0.21
H -2.348 -0.660 0.491  0.19
C -1.670 0.161 -0.063  -0.27
O 1.690 -0.864 0.138  -0.57
H -0.406 -0.862 -1.830  0.20
C -0.430 -0.762 -0.725  -0.31

Results
ΔE to the lowest compared entry with this formula, charge and spin, kcal per mole: 112.9
SMILES string: ON1C=NCC1
Calculated total energy, eV: -8231.804
Frontier orbital gap, hartree: 0.3828



[18]
C3H6N2O | wB97M-V/def2-TZVPD

Last column: natural (NBO) charge in e.
Element x y z (Å)
N -0.108 0.788 0.766  -0.65
H -0.485 0.292 -2.274  0.41
H 1.694 -0.753 -0.247  0.21
C 0.596 -0.938 -0.318  -0.17
C -0.033 -0.626 1.009  -0.25
H 0.560 -0.862 1.905  0.21
H -1.012 -1.106 1.106  0.19
C -0.446 1.193 -0.510  0.76
H 0.352 -1.842 -0.811  0.20
O -0.645 2.347 -0.839  -0.64
N -0.453 0.048 -1.267  -0.68
H -0.020 1.459 1.481  0.40

Results
ΔE to the lowest compared entry with this formula, charge and spin, kcal per mole: 32.7
SMILES string: O=C1NCCN1
Calculated total energy, eV: -8235.281
Frontier orbital gap, hartree: 0.3835



[19]
C3H6N2O | wB97M-V/def2-TZVPD

Last column: natural (NBO) charge in e.
Element x y z (Å)
H -1.649 0.352 -1.344  0.44
C -0.602 -1.549 -1.107  0.54
N -0.763 -0.142 -0.911  -0.67
C 1.067 1.969 1.583  -0.45
C 0.022 0.428 0.148  0.27
H 1.796 2.762 1.261  0.22
H 1.794 0.990 1.806  0.16
H 0.952 -0.327 0.433  0.18
H 0.673 1.998 2.705  0.22
N -0.039 1.622 0.618  -0.46
H -1.401 -1.997 -1.727  0.11
O 0.065 -2.402 -0.603  -0.55

Results
ΔE to the lowest compared entry with this formula, charge and spin, kcal per mole: 61.2
SMILES string: C/N=C/NC=O
Calculated total energy, eV: -8234.047
Frontier orbital gap, hartree: 0.3951



[20]
C3H6N2O | wB97M-V/def2-TZVPD

Last column: natural (NBO) charge in e.
Element x y z (Å)
H -1.258 -0.678 -1.198  0.40
H -0.370 -1.164 1.543  0.10
C -0.524 0.873 0.009  -0.29
C 0.973 0.904 -0.219  0.12
N 1.603 -0.170 -0.450  -0.61
H -0.726 1.182 1.045  0.22
H -1.014 1.622 -0.623  0.22
O -0.901 -2.646 0.248  -0.59
N -1.119 -0.419 -0.230  -0.62
H 2.603 0.001 -0.559  0.35
H 1.444 1.894 -0.144  0.16
C -0.760 -1.486 0.558  0.55

Results
ΔE to the lowest compared entry with this formula, charge and spin, kcal per mole: 26.7
SMILES string: [H]/N=C/CNC=O
Calculated total energy, eV: -8235.541
Frontier orbital gap, hartree: 0.3846